83
Properties=species:S:1:pos:R:3:lowdin_charge:R:1 method="wB97M-V/def2-TZVPD" total_energy_ha=-2247.9117 homo_ha=-0.330 largest_force_ha_per_bohr=0.0444 e_lumo_ev=0.26 gap_ev=9.23
C -3.91423 2.08251 3.50650 -0.117
C -4.74644 1.98163 2.18580 -0.234
C -3.70697 2.19065 1.02071 -0.222
C -4.13961 1.58058 -0.33895 -0.193
C -4.14970 0.02195 -0.35368 -0.192
C -3.01254 -0.58743 -1.22762 -0.167
C -1.79725 -1.00976 -0.31318 -0.101
C -0.40708 -0.54689 -0.87196 -0.266
O 0.04225 0.53561 -0.06400 -0.132
C -0.43507 1.79727 -0.51030 -0.078
C 0.63500 -1.71096 -0.83863 -0.397
C 0.10794 -2.84375 -1.75586 -0.062
O 1.08759 -3.79865 -2.17708 0.082
C 1.54879 -4.60977 -1.20113 -0.707
F 2.56670 -4.08458 -0.50859 0.176
F 2.06069 -5.69659 -1.81355 0.153
F 0.60980 -5.05315 -0.36122 0.168
N 0.62654 -2.16708 0.58038 0.194
C 1.57280 -1.73583 1.23792 -0.272
O 2.43807 -1.34970 1.94394 0.186
O 1.95471 -1.31197 -1.11845 -0.054
C 2.13320 -0.64836 -2.36572 -0.137
C 2.23672 0.90025 -2.26562 -0.114
C 3.33980 1.49710 -3.11430 -0.189
C 2.97462 2.14305 -4.28773 -0.054
C 3.87973 2.76225 -5.12970 -0.090
C 5.22138 2.74415 -4.77886 -0.088
C 5.59804 2.08825 -3.62415 -0.053
C 4.69507 1.46887 -2.77653 -0.220
C 5.13497 0.78401 -1.48666 -0.027
H -3.22088 1.22978 3.52171 0.069
H -3.36353 3.03471 3.48233 0.071
H -4.57636 2.07358 4.38200 0.063
H -5.19552 0.98599 2.11386 0.066
H -5.46870 2.80779 2.18481 0.104
H -3.57016 3.27278 0.88157 0.110
H -2.78931 1.69557 1.37643 0.085
H -3.46196 1.97671 -1.11381 0.087
H -5.14402 1.93193 -0.62639 0.109
H -5.10210 -0.32012 -0.78692 0.106
H -4.13068 -0.37907 0.66857 0.085
H -3.35953 -1.47218 -1.78519 0.105
H -2.68110 0.13959 -1.98271 0.090
H -1.83795 -2.08223 -0.09037 0.101
H -1.97116 -0.49089 0.63879 0.113
H -0.55504 -0.23381 -1.92230 0.140
H -1.19037 1.73054 -1.30370 0.084
H 0.38745 2.40957 -0.92163 0.083
H -0.82728 2.37224 0.34004 0.090
H -0.78373 -3.29313 -1.30571 0.133
H -0.24476 -2.35964 -2.67853 0.144
H 3.09587 -1.00534 -2.76637 0.136
H 1.38073 -0.89367 -3.12833 0.131
H 1.28948 1.30946 -2.64817 0.097
H 2.32195 1.17466 -1.20464 0.118
H 1.91655 2.19183 -4.56140 0.112
H 3.50230 3.27115 -6.01630 0.104
H 5.94575 3.24918 -5.41516 0.105
H 6.65561 2.08747 -3.35164 0.116
H 5.29790 -0.28719 -1.67227 0.090
H 6.05611 1.27879 -1.14810 0.070
H 4.36573 0.93368 -0.71821 0.074
C -0.19487 -3.74422 3.35305 0.047
N -1.56780 -3.36714 3.79025 -0.448
O -2.34657 -2.99077 2.93824 0.058
O -1.81324 -3.46322 4.97445 0.059
H -0.12286 -3.60908 2.27967 0.060
H 0.50388 -3.09464 3.87415 0.103
H -0.04019 -4.78513 3.62356 0.104
C 6.57594 3.08816 2.21180 0.044
N 6.38805 3.66080 0.85092 -0.456
O 7.36521 4.11253 0.29165 0.066
O 5.26433 3.63255 0.39759 0.058
H 7.62114 3.18050 2.48519 0.093
H 5.94488 3.65161 2.89315 0.100
H 6.27545 2.04472 2.17126 0.099
C -6.52184 -2.25551 4.04730 0.052
N -6.87463 -1.69794 2.71298 -0.437
O -5.99948 -1.12348 2.09784 0.046
O -8.01412 -1.85791 2.33421 0.073
H -5.47848 -2.03764 4.24936 0.093
H -7.16762 -1.78029 4.78035 0.100
H -6.69395 -3.32728 4.00897 0.101